(1)
Here is a molecular structure, C16H25CrN6S8Sb from the OMol25 dataset. Energies are from ωB97M-V/def2-TZVPD.

```
57
Properties=species:S:1:pos:R:3:lowdin_charge:R:1
Cr 1.61 0.14 -0.09 -0.2069
S 0.14 6.40 3.57 0.3852
C 0.47 4.99 2.75 -1.5518
S 1.94 4.68 1.92 0.8597
C 1.61 3.05 1.37 -1.1553
C 0.41 2.55 1.75 -1.1435
S -0.21 0.96 1.39 0.4855
S -0.59 3.64 2.69 0.8728
S 2.80 2.26 0.37 0.4792
S 3.65 -0.77 -1.04 0.5387
C 3.28 -2.47 -1.14 -0.7704
C 4.32 -3.32 -1.63 -0.3091
N 5.18 -3.98 -2.02 0.1191
C 2.09 -3.02 -0.78 -0.7462
S 0.73 -2.12 -0.17 0.5236
C 1.89 -4.44 -0.89 -0.3059
N 1.70 -5.57 -0.98 0.1271
C -1.88 -4.88 -0.02 -0.2253
C -3.19 -4.11 0.17 -0.4747
Sb -2.83 -1.98 0.29 1.3508
C -1.97 -2.04 2.27 -0.4689
C -2.83 -2.65 3.37 -0.1982
C -4.86 -1.43 0.96 -0.4787
C -5.80 -2.56 1.36 -0.2170
H -2.05 -5.96 -0.12 0.0590
H -1.20 -4.72 0.81 0.0523
H -1.35 -4.55 -0.91 0.0462
H -3.71 -4.45 1.07 0.0257
H -3.87 -4.28 -0.67 0.0345
H -1.70 -1.01 2.51 -0.0191
H -1.03 -2.58 2.15 0.0140
H -3.75 -2.09 3.53 0.0478
H -2.29 -2.67 4.33 0.0618
H -3.11 -3.68 3.14 0.0496
H -5.30 -0.85 0.15 0.0137
H -4.72 -0.74 1.80 0.0324
H -5.97 -3.25 0.53 0.0541
H -6.79 -2.19 1.67 0.0562
H -5.41 -3.15 2.19 0.0437
S -0.07 0.84 -2.55 0.5936
C -0.22 2.49 -2.36 -0.8939
N -1.35 3.22 -2.64 0.0000
C -1.27 4.54 -2.02 -0.1444
C 0.21 4.63 -1.57 -0.1333
N 0.72 3.31 -1.89 0.0141
H -2.20 2.70 -2.53 0.0737
H -1.94 4.59 -1.16 0.1103
H -1.52 5.32 -2.74 0.0994
H 0.29 4.83 -0.49 0.0877
H 0.76 5.41 -2.09 0.1105
H 1.62 2.96 -1.58 0.0402
N -4.40 2.18 0.22 -0.0754
N -3.48 1.76 -0.79 -0.0758
H -4.77 1.39 0.74 0.0292
H -5.18 2.64 -0.24 0.0461
H -3.72 0.85 -1.17 0.0350
H -2.57 1.63 -0.34 0.0211
```

E_LUMO (alpha / beta)	4.098 / 4.098	eV
multiplicity	5
charge	-2
relative energy (zero: lowest compared OMol25 entry of this formula, charge and spin)	0.239	eV

(2)
Here is a molecular structure, C33H35BCrF2N7 from the OMol25 dataset. Energies are from ωB97M-V/def2-TZVPD.

```
79
Properties=species:S:1:pos:R:3:lowdin_charge:R:1
Cr 0.86 0.83 -0.24 0.6651
C -1.87 -0.15 2.08 -0.1222
C -1.88 -0.41 0.55 -0.2064
C -1.91 0.89 -0.28 -0.1591
N -0.76 1.73 -0.18 -0.0882
C -0.78 3.05 -0.41 -0.1882
C -1.96 3.79 -0.61 -0.0258
C -2.13 5.13 -0.94 -0.1084
C -1.19 6.13 -1.12 -0.1369
C 0.20 6.03 -0.97 -0.1068
C 0.96 4.91 -0.71 -0.0272
C 0.59 3.56 -0.54 -0.1771
N 1.47 2.56 -0.47 -0.0780
C 2.85 2.64 -0.85 -0.1829
C 3.02 1.80 -2.12 -0.1231
C 3.24 0.29 -1.86 -0.1534
N 2.55 -0.20 -0.68 -0.0496
C 3.28 -0.30 0.55 -0.1334
C 4.66 -0.27 0.64 -0.0435
C 5.50 -0.49 1.73 -0.1246
C 5.18 -1.06 2.97 -0.1515
C 3.92 -1.28 3.48 -0.1245
C 2.70 -0.79 2.98 -0.0602
C 2.43 -0.16 1.76 -0.2449
N 1.35 0.60 1.55 -0.1078
C 0.46 0.92 2.62 -0.2074
C -0.60 -0.17 2.92 -0.1676
H -2.54 -0.90 2.53 0.1110
H -2.35 0.82 2.22 0.1226
H -2.90 -0.81 0.36 0.1271
H -1.34 -2.29 0.83 0.1703
H -2.83 1.39 0.04 0.1178
H -2.04 0.62 -1.34 0.1355
H -2.88 3.24 -0.52 0.0850
H -3.16 5.44 -1.09 0.0969
H -1.57 7.11 -1.39 0.0825
H 0.75 6.95 -1.11 0.0956
H 2.03 5.10 -0.68 0.0876
H 3.45 2.21 -0.03 0.1221
H 3.21 3.65 -1.03 0.0987
H 3.86 2.17 -2.71 0.1087
H 2.11 1.93 -2.71 0.1179
H 4.31 0.08 -1.81 0.1032
H 2.87 -0.25 -2.74 0.1221
H 5.22 -0.04 -0.26 0.0931
H 6.56 -0.31 1.56 0.0793
H 6.02 -1.36 3.58 0.0843
H 3.86 -1.78 4.44 0.0877
H 1.89 -0.85 3.69 0.0803
H -0.05 1.84 2.34 0.1137
H 1.02 1.11 3.54 0.1146
H -0.93 -0.03 3.95 0.1123
H -0.14 -1.16 2.88 0.0980
F 1.92 -2.18 -1.92 0.1566
B 1.42 -1.19 -1.10 -0.8701
F 0.55 -0.33 -1.99 0.0236
C 0.58 -3.34 0.05 -0.0325
C 0.45 -1.84 0.12 -0.0858
N -1.06 -1.60 0.11 0.0086
C -1.61 -2.16 -1.13 -0.0559
C -1.32 -3.47 -1.44 -0.2719
C -0.23 -4.08 -0.73 -0.0379
C -2.07 -4.18 -2.43 -0.0839
C -3.42 -3.98 -2.65 -0.0887
C -4.31 -3.35 -1.75 -0.3171
C -4.09 -3.27 -0.35 -0.0537
C -4.95 -2.52 0.40 -0.1970
N -6.01 -1.88 -0.13 0.0281
C -6.21 -2.13 -1.42 -0.2799
N -5.46 -2.82 -2.25 0.0965
H 1.42 -3.76 0.57 0.1160
H 0.83 -1.54 1.09 0.0994
H -2.29 -1.55 -1.69 0.1278
H -0.09 -5.15 -0.82 0.1096
H -1.53 -4.86 -3.07 0.0949
H -3.86 -4.34 -3.57 0.0900
H -3.30 -3.84 0.12 0.1060
H -4.83 -2.40 1.47 0.0940
H -7.10 -1.70 -1.86 0.0886
```

E_LUMO (alpha / beta)	2.493 / 2.452	eV
multiplicity	5
charge	-1
relative energy (zero: lowest compared OMol25 entry of this formula, charge and spin)	4.746	eV

(3)
Here is 7 unconnected molecules or ions with the total composition C47H50N6O15 from the OMol25 dataset. Energies are from ωB97M-V/def2-TZVPD.

```
118
Properties=species:S:1:pos:R:3:lowdin_charge:R:1
C 0.86 -3.22 1.68 -0.0858
C 0.93 -1.77 0.94 -0.3664
C -0.51 -1.31 0.39 -0.1005
C 2.00 -1.96 -0.27 -0.1640
C 3.50 -1.67 0.19 -0.2974
C 4.58 -2.68 -0.42 -0.0804
C 3.82 -0.11 -0.04 -0.1594
O 3.35 0.62 1.12 -0.1600
C 4.42 1.03 2.00 -0.2524
C 5.66 0.07 2.27 -0.1302
O 5.56 -0.73 3.49 -0.0373
C 4.18 -0.68 3.85 -0.3545
O 3.50 -1.61 4.32 0.0842
C 3.70 0.83 3.46 -0.0023
H -0.08 -3.77 1.33 0.0770
H 1.81 -3.79 1.39 0.0774
H 0.77 -3.12 2.81 0.0738
H 1.40 -1.00 1.67 0.1188
H -0.46 -0.40 -0.31 0.0774
H -1.09 -2.19 -0.06 0.0801
H -1.11 -0.97 1.32 0.0795
H 1.62 -1.26 -1.11 0.1032
H 1.87 -3.04 -0.68 0.1137
H 3.51 -1.82 1.34 0.1336
H 4.92 -2.41 -1.49 0.0594
H 5.48 -2.89 0.27 0.0836
H 4.05 -3.70 -0.52 0.0813
H 4.89 0.12 -0.36 0.1279
H 3.16 0.23 -0.93 0.1323
H 4.61 2.17 1.97 0.1518
H 6.49 0.82 2.57 0.1355
H 6.17 -0.41 1.35 0.1362
H 3.99 1.55 4.29 0.1295
H 2.58 0.64 3.29 0.1343
O -4.77 -1.06 0.01 0.0685
N -4.72 -1.87 0.92 -0.3478
O -4.54 -3.07 0.77 0.0638
C -4.89 -1.37 2.29 -0.1468
C -5.14 -0.02 2.49 0.0059
C -5.32 0.45 3.79 -0.0531
C -5.26 -0.43 4.87 -0.0628
C -5.00 -1.78 4.65 -0.0674
C -4.82 -2.26 3.36 -0.0048
H -5.19 0.68 1.66 0.1055
H -5.52 1.50 3.96 0.0893
H -5.41 -0.06 5.88 0.1110
H -4.95 -2.46 5.49 0.1072
H -4.62 -3.31 3.20 0.1178
O -7.18 3.79 4.81 0.0638
N -6.02 4.14 4.96 -0.3470
O -5.22 3.59 5.71 0.0633
C -5.56 5.30 4.20 -0.1453
C -6.45 5.97 3.37 -0.0140
C -6.02 7.09 2.66 -0.0620
C -4.71 7.53 2.79 -0.0693
C -3.82 6.85 3.61 -0.0635
C -4.24 5.73 4.33 0.0012
H -7.48 5.64 3.26 0.1111
H -6.71 7.62 2.02 0.1093
H -4.37 8.40 2.24 0.1078
H -2.79 7.19 3.71 0.1097
H -3.54 5.21 4.97 0.1195
O -6.55 2.16 -0.14 0.0740
N -7.38 2.70 0.58 -0.3366
O -7.16 3.70 1.25 0.0631
C -8.71 2.10 0.67 -0.1418
C -8.98 0.93 -0.04 0.0030
C -10.25 0.35 0.06 -0.0653
C -11.22 0.94 0.86 -0.0726
C -10.94 2.11 1.55 -0.0656
C -9.69 2.70 1.46 0.0015
H -8.23 0.46 -0.67 0.1214
H -10.47 -0.56 -0.49 0.1091
H -12.20 0.48 0.94 0.1075
H -11.71 2.57 2.17 0.1086
H -9.48 3.61 2.01 0.1162
O 2.41 8.22 2.05 0.0738
N 2.81 7.29 2.72 -0.3481
O 2.19 6.80 3.66 0.0731
C 4.12 6.72 2.40 -0.1434
C 4.87 7.28 1.36 0.0008
C 6.12 6.75 1.07 -0.0652
C 6.62 5.68 1.81 -0.0727
C 5.85 5.12 2.83 -0.0762
C 4.60 5.64 3.13 -0.0035
H 4.50 8.11 0.78 0.1201
H 6.72 7.18 0.28 0.1091
H 7.60 5.27 1.58 0.1079
H 6.24 4.28 3.40 0.1050
H 4.02 5.20 3.93 0.1184
O 4.16 -2.25 -3.45 0.0426
N 3.91 -3.38 -3.83 -0.3311
O 4.65 -4.34 -3.71 0.0696
C 2.62 -3.60 -4.49 -0.1423
C 1.75 -2.53 -4.69 -0.0031
C 0.54 -2.74 -5.34 -0.0647
C 0.20 -4.02 -5.78 -0.0667
C 1.07 -5.09 -5.57 -0.0592
C 2.28 -4.88 -4.93 0.0003
H 2.00 -1.53 -4.35 0.1173
H -0.14 -1.91 -5.50 0.1091
H -0.74 -4.18 -6.29 0.1091
H 0.79 -6.08 -5.92 0.1094
H 2.95 -5.73 -4.77 0.1087
O 3.21 -7.66 -8.97 0.0762
N 3.74 -7.50 -7.88 -0.3423
O 3.22 -7.77 -6.81 0.0597
C 5.09 -6.93 -7.85 -0.1445
C 5.71 -6.57 -9.05 -0.0026
C 6.98 -6.01 -9.01 -0.0678
C 7.63 -5.82 -7.80 -0.0713
C 7.01 -6.19 -6.61 -0.0612
C 5.74 -6.75 -6.63 -0.0009
H 5.22 -6.71 -10.00 0.1190
H 7.47 -5.72 -9.94 0.1081
H 8.62 -5.38 -7.77 0.1078
H 7.52 -6.04 -5.66 0.1113
H 5.27 -7.03 -5.70 0.1169
```

E_LUMO	-0.719	eV
charge	0
SMILES	CC(C)C[C@@H](C)CO[C@@H]1COC(=O)C1.O=[N+]([O-])c1ccccc1.O=[N+]([O-])c1ccccc1.O=[N+]([O-])c1ccccc1.O=[N+]([O-])c1ccccc1.O=[N+]([O-])c1ccccc1.O=[N+]([O-])c1ccccc1

(4)
Here is a single C6H10O molecule from the OMol25 dataset. Energies are from ωB97M-V/def2-TZVPD.

```
17
Properties=species:S:1:pos:R:3:lowdin_charge:R:1
C -0.12 1.97 0.18 -0.0387
C 0.84 0.77 0.27 -0.3474
O 0.78 0.04 1.51 -0.1233
C -0.16 -1.16 1.27 -0.0853
C 0.09 -1.56 -0.17 -0.1808
C -0.79 -0.73 -1.21 -0.0438
C 0.56 -0.30 -0.81 -0.2535
H 0.20 2.84 0.76 0.0751
H -1.12 1.69 0.51 0.0738
H -0.20 2.29 -0.87 0.0840
H 1.87 1.11 0.07 0.1399
H -0.07 -2.04 1.96 0.1273
H -1.13 -0.72 1.46 0.1045
H 0.61 -2.51 -0.35 0.1331
H -1.69 -0.36 -0.73 0.0924
H -0.95 -0.89 -2.29 0.1019
H 1.30 -0.44 -1.58 0.1408
```

E_LUMO	1.090	eV
charge	0
SMILES	C[C@H]1OC[C@H]2C[C@H]21
relative energy (zero: lowest compared OMol25 entry of this formula, charge and spin)	1.487	eV

(5)
Here is a single C24H24N2O7S molecule from the OMol25 dataset. Energies are from ωB97M-V/def2-TZVPD.

```
58
Properties=species:S:1:pos:R:3:lowdin_charge:R:1
C -8.38 -2.73 -0.55 -0.0611
C -7.53 -1.51 -0.83 -0.2522
O -6.34 -1.63 -0.07 -0.0228
C -5.40 -0.68 -0.15 -0.1868
C -5.48 0.47 -0.93 -0.0042
C -4.44 1.39 -0.95 -0.0272
C -3.29 1.19 -0.19 -0.2143
C -2.24 2.16 -0.26 -0.0140
C -1.03 2.21 0.34 -0.3964
S -0.28 1.07 1.44 1.1142
C 1.22 2.02 1.52 -0.7323
O 2.19 1.70 2.14 0.0493
N 1.07 3.16 0.78 -0.0119
C 2.18 4.05 0.55 -0.0880
C 2.95 3.61 -0.71 -0.1216
N 3.52 2.29 -0.54 0.0957
C 2.82 1.18 -0.78 -0.4491
O 1.71 1.16 -1.29 0.0830
C 3.52 -0.11 -0.34 -0.1907
C 3.29 -1.23 -1.35 -0.1018
O 3.84 -2.44 -0.89 -0.0092
C 5.10 -2.29 -0.37 -0.1981
C 5.87 -3.43 -0.17 -0.0018
C 7.16 -3.32 0.32 -0.0928
C 7.70 -2.08 0.61 -0.0939
C 6.93 -0.94 0.43 -0.0039
C 5.63 -1.04 -0.05 -0.1823
O 4.90 0.12 -0.18 -0.0003
C -0.13 3.33 0.09 -0.4524
O -0.35 4.29 -0.61 0.1104
C -3.21 0.03 0.60 0.0295
C -4.23 -0.90 0.63 -0.1866
O -4.23 -2.04 1.36 -0.0585
C -3.10 -2.33 2.14 -0.0711
H -7.84 -3.63 -0.83 0.0791
H -9.31 -2.68 -1.11 0.0761
H -8.61 -2.79 0.51 0.0790
H -7.29 -1.45 -1.90 0.1276
H -8.07 -0.59 -0.54 0.1276
H -6.35 0.66 -1.53 0.1064
H -4.53 2.27 -1.56 0.1152
H -2.44 3.02 -0.90 0.1289
H 1.78 5.05 0.40 0.1300
H 2.83 4.02 1.43 0.1319
H 3.75 4.32 -0.92 0.1264
H 2.26 3.57 -1.55 0.1298
H 4.38 2.19 -0.02 0.1482
H 3.08 -0.41 0.63 0.1767
H 2.22 -1.40 -1.50 0.1422
H 3.74 -0.94 -2.31 0.1542
H 5.44 -4.38 -0.42 0.1194
H 7.75 -4.22 0.47 0.1012
H 8.70 -1.99 0.98 0.1008
H 7.32 0.04 0.66 0.1181
H -2.32 -0.14 1.19 0.0289
H -2.20 -2.43 1.53 0.0997
H -2.93 -1.56 2.91 0.0994
H -3.31 -3.28 2.62 0.0960
```

E_LUMO	-0.239	eV
charge	0
SMILES	CCOc1ccc(/C=C2\SC(=O)N(CCNC(=O)[C@H]3COc4ccccc4O3)C2=O)cc1OC
relative energy (zero: lowest compared OMol25 entry of this formula, charge and spin)	0.269	eV

(6)
Here is 2 unconnected molecules or ions with the total composition FH3P2S2 from the OMol25 dataset. Energies are from ωB97M-V/def2-TZVPD.

```
8
Properties=species:S:1:pos:R:3:lowdin_charge:R:1
S 0.15 -0.74 -2.89 0.0145
P -0.12 0.81 -1.74 -0.0435
S 1.78 1.37 -0.98 0.2155
H 2.30 0.89 -2.08 -0.2485
F -2.21 -0.93 1.17 -0.4989
P -0.74 -0.15 1.62 0.7592
H -0.09 -1.46 1.91 -0.0795
H -1.07 0.20 2.99 -0.1187
```

E_LUMO	-1.415	eV
charge	0
SMILES	S=PS.FP
relative energy (zero: lowest compared OMol25 entry of this formula, charge and spin)	1.338	eV

| no. | energy (eV) |
| --- | --- |
| 1 | -147583.33201 |
| 2 | -79751.12631 |
| 3 | -89183.38655 |
| 4 | -8429.75369 |
| 5 | -53425.99790 |
| 6 | -43014.02695 |